Entry 1:
The following is a DFT calculation (ωB97M-V with the def2-TZVPD basis set) of a molecular structure, C36H90F6Mn2N6O18P3 at a distorted geometry.

Cartesian coordinates (Å):
Mn (-1.975, -1.751, 2.910)
Mn (-1.964, -3.527, -1.926)
O (-0.943, -1.941, -1.271)
P (-0.487, -0.954, -0.251)
O (-0.930, -1.081, 1.193)
F (-0.773, 0.532, -0.719)
F (1.089, -1.000, -0.020)
O (-3.657, -1.922, 1.618)
P (-4.323, -2.172, 0.303)
O (-3.597, -2.888, -0.859)
F (-4.906, -0.795, -0.233)
F (-5.595, -3.033, 0.662)
O (-1.339, -3.575, 2.275)
P (-0.996, -4.636, 1.256)
O (-1.477, -4.357, -0.133)
F (-1.639, -5.988, 1.819)
F (0.568, -4.893, 1.247)
C (-0.174, 2.576, -5.989)
O (0.768, 1.986, -5.148)
C (0.243, 1.228, -4.094)
C (1.355, 0.803, -3.193)
N (2.093, -0.341, -3.711)
C (2.778, -1.303, -2.836)
C (3.596, -2.243, -3.740)
O (4.584, -1.662, -4.549)
C (5.567, -2.576, -4.964)
H (-1.059, 2.971, -5.475)
H (-0.633, 1.852, -6.673)
H (0.201, 3.393, -6.603)
H (-0.308, 0.326, -4.375)
H (-0.403, 1.917, -3.535)
H (0.842, 0.330, -2.352)
H (1.974, 1.660, -2.912)
H (2.452, -0.098, -4.623)
H (2.013, -1.801, -2.241)
H (3.525, -0.884, -2.155)
H (2.903, -2.853, -4.332)
H (4.000, -2.943, -2.998)
H (5.335, -3.639, -5.110)
H (6.236, -2.745, -4.111)
H (6.161, -2.318, -5.837)
C (-2.079, 2.076, 8.034)
O (-2.901, 2.010, 6.862)
C (-2.795, 3.185, 6.043)
C (-1.432, 3.579, 5.513)
N (-0.899, 2.818, 4.399)
C (0.540, 2.905, 4.298)
C (0.993, 4.016, 3.338)
O (0.727, 3.884, 1.996)
C (1.138, 2.736, 1.225)
H (-1.949, 3.047, 8.516)
H (-1.100, 1.727, 7.696)
H (-2.545, 1.377, 8.725)
H (-3.303, 4.015, 6.538)
H (-3.412, 2.845, 5.207)
H (-0.804, 3.665, 6.401)
H (-1.612, 4.618, 5.204)
H (-1.353, 2.927, 3.505)
H (0.906, 1.893, 4.095)
H (0.937, 3.106, 5.294)
H (2.033, 4.187, 3.650)
H (0.478, 4.913, 3.690)
H (0.648, 1.773, 1.379)
H (2.223, 2.696, 1.336)
H (0.957, 2.990, 0.183)
C (5.332, -0.464, 2.819)
O (4.382, -0.985, 1.883)
C (4.326, -0.360, 0.597)
C (5.624, -0.712, -0.177)
N (5.682, -2.097, -0.708)
C (7.065, -2.418, -1.102)
C (7.152, -3.839, -1.642)
O (8.246, -4.024, -2.508)
C (8.374, -5.375, -2.909)
H (6.311, -0.142, 2.458)
H (5.481, -1.240, 3.566)
H (4.917, 0.436, 3.280)
H (4.157, 0.717, 0.682)
H (3.491, -0.716, -0.006)
H (6.478, -0.577, 0.494)
H (5.714, -0.021, -1.017)
H (5.282, -2.702, -0.001)
H (7.733, -2.361, -0.238)
H (7.329, -1.686, -1.866)
H (6.256, -4.104, -2.212)
H (7.228, -4.437, -0.727)
H (9.410, -5.700, -2.987)
H (7.850, -5.604, -3.840)
H (7.937, -5.951, -2.088)
C (-5.004, 2.546, -1.902)
O (-3.902, 2.912, -1.057)
C (-2.726, 3.024, -1.848)
C (-1.621, 3.593, -0.881)
N (-1.265, 4.996, -1.152)
C (-2.339, 5.934, -0.902)
C (-1.658, 7.333, -0.814)
O (-0.549, 7.403, 0.069)
C (-0.887, 7.150, 1.407)
H (-5.348, 3.375, -2.523)
H (-5.800, 2.359, -1.180)
H (-4.734, 1.645, -2.453)
H (-2.884, 3.775, -2.628)
H (-2.405, 2.102, -2.338)
H (-0.792, 2.890, -0.907)
H (-2.025, 3.542, 0.136)
H (-0.426, 5.255, -0.649)
H (-2.913, 5.703, 0.001)
H (-2.953, 5.879, -1.802)
H (-2.370, 8.141, -0.616)
H (-1.295, 7.628, -1.799)
H (-1.381, 8.034, 1.819)
H (-0.077, 6.893, 2.095)
H (-1.478, 6.248, 1.606)
C (-3.016, 1.358, 2.173)
O (-2.651, 0.318, 3.070)
C (-3.621, 0.110, 4.138)
C (-2.974, -0.743, 5.283)
N (-2.676, -2.080, 4.788)
C (-1.564, -2.737, 5.397)
C (-0.244, -1.955, 5.332)
O (-0.094, -1.371, 4.012)
C (1.201, -0.944, 3.742)
H (-3.883, 1.078, 1.568)
H (-2.170, 1.545, 1.516)
H (-3.342, 2.299, 2.625)
H (-4.506, -0.331, 3.666)
H (-4.065, 1.028, 4.526)
H (-3.707, -0.862, 6.083)
H (-2.077, -0.263, 5.666)
H (-3.426, -2.653, 5.157)
H (-1.406, -3.690, 4.887)
H (-1.852, -2.993, 6.423)
H (0.594, -2.606, 5.583)
H (-0.166, -1.094, 6.001)
H (1.962, -1.723, 3.827)
H (1.566, -0.098, 4.334)
H (1.192, -0.546, 2.727)
C (-6.551, -2.346, -4.905)
O (-5.133, -2.077, -4.827)
C (-4.677, -1.445, -3.656)
C (-3.128, -1.322, -3.886)
N (-2.444, -2.618, -3.828)
C (-1.126, -2.551, -4.503)
C (-0.264, -3.808, -4.266)
O (-0.220, -4.120, -2.871)
C (0.881, -4.950, -2.598)
H (-6.790, -3.177, -4.237)
H (-6.829, -2.562, -5.932)
H (-7.128, -1.516, -4.490)
H (-4.830, -2.169, -2.847)
H (-5.307, -0.577, -3.446)
H (-2.799, -0.620, -3.118)
H (-2.946, -0.902, -4.877)
H (-3.011, -3.156, -4.481)
H (-0.483, -1.708, -4.243)
H (-1.363, -2.281, -5.537)
H (0.740, -3.568, -4.623)
H (-0.601, -4.655, -4.869)
H (1.777, -4.337, -2.698)
H (0.903, -5.919, -3.102)
H (0.827, -5.302, -1.565)

Results
Net charge: +1
Multiplicity: 11
HOMO level (alpha / beta) in eV: -10.19 / -10.19
Frontier orbital gap (alpha / beta) in eV: 8.541 / 8.225


Entry 2:
The following is a DFT calculation (ωB97M-V with the def2-TZVPD basis set) of a molecular structure, C36H90MnO18 at a distorted geometry.

Cartesian coordinates (Å):
Mn (-2.012, 1.622, -2.012)
C (0.552, 0.960, 0.790)
C (0.041, -0.246, -0.102)
O (-0.690, 0.100, -1.208)
H (1.136, 1.701, 0.243)
H (1.266, 0.556, 1.508)
H (-0.288, 1.467, 1.264)
H (-0.630, -0.928, 0.421)
H (0.887, -0.892, -0.340)
C (-2.014, 4.716, 0.573)
C (-0.929, 4.450, -0.438)
O (-1.235, 3.512, -1.406)
H (-2.922, 4.992, 0.038)
H (-1.662, 5.616, 1.078)
H (-2.241, 3.855, 1.201)
H (0.076, 4.269, -0.057)
H (-0.552, 5.379, -0.864)
C (-0.259, 3.658, 3.561)
O (-0.921, 3.860, 4.792)
C (-0.783, 2.807, 5.737)
C (-1.502, 1.490, 5.717)
O (-1.293, 0.791, 4.534)
C (-2.059, -0.393, 4.435)
H (-0.022, 4.666, 3.222)
H (-0.915, 3.226, 2.805)
H (0.707, 3.174, 3.701)
H (-1.277, 3.268, 6.593)
H (0.245, 2.648, 6.063)
H (-2.555, 1.744, 5.841)
H (-1.118, 0.901, 6.549)
H (-3.046, -0.029, 4.152)
H (-2.162, -1.057, 5.293)
H (-1.627, -0.927, 3.588)
C (-3.900, -1.004, -2.090)
O (-2.987, -0.189, -2.766)
C (-2.859, -0.264, -4.190)
C (-1.484, 0.183, -4.592)
O (-1.301, 1.479, -4.098)
C (-0.083, 2.062, -4.586)
H (-4.939, -0.696, -2.204)
H (-3.687, -1.143, -1.031)
H (-3.734, -1.986, -2.531)
H (-3.742, 0.318, -4.453)
H (-3.061, -1.180, -4.746)
H (-1.650, 0.411, -5.645)
H (-0.742, -0.594, -4.408)
H (-0.217, 2.373, -5.622)
H (0.738, 1.355, -4.466)
H (0.155, 2.978, -4.043)
C (5.042, 1.764, 3.095)
O (4.978, 0.478, 3.766)
C (3.687, -0.090, 4.000)
C (2.535, 0.772, 4.496)
O (2.752, 1.571, 5.623)
C (3.106, 0.941, 6.781)
H (6.094, 2.046, 3.069)
H (4.410, 2.540, 3.528)
H (4.823, 1.694, 2.029)
H (3.978, -0.857, 4.718)
H (3.372, -0.433, 3.015)
H (1.744, 0.045, 4.678)
H (2.202, 1.362, 3.642)
H (2.315, 0.201, 6.898)
H (3.064, 1.593, 7.653)
H (4.114, 0.544, 6.909)
C (0.057, -2.996, -3.050)
O (-0.357, -3.103, -4.414)
C (-0.466, -4.403, -4.958)
C (-1.336, -4.296, -6.284)
O (-2.535, -3.606, -6.035)
C (-3.534, -3.812, -7.009)
H (0.551, -2.036, -2.896)
H (0.840, -3.712, -2.802)
H (-0.831, -2.923, -2.421)
H (-1.047, -4.948, -4.214)
H (0.425, -4.994, -5.176)
H (-1.428, -5.301, -6.696)
H (-0.775, -3.743, -7.038)
H (-3.968, -4.782, -6.768)
H (-3.119, -3.730, -8.013)
H (-4.294, -3.033, -6.943)
C (2.862, 3.078, -1.609)
O (3.440, 4.035, -2.484)
C (3.770, 5.289, -1.836)
C (5.213, 5.343, -1.254)
O (6.333, 5.635, -2.100)
C (6.554, 4.739, -3.241)
H (3.053, 3.281, -0.555)
H (3.304, 2.094, -1.762)
H (1.800, 2.939, -1.814)
H (2.992, 5.551, -1.119)
H (3.632, 6.013, -2.639)
H (5.351, 4.339, -0.851)
H (5.226, 5.973, -0.365)
H (5.734, 4.549, -3.933)
H (6.863, 3.798, -2.786)
H (7.390, 5.112, -3.833)
C (-3.224, 3.262, -4.316)
O (-3.628, 2.544, -3.133)
C (-4.409, 3.197, -2.204)
C (-4.674, 2.336, -0.949)
O (-3.549, 1.567, -0.560)
C (-3.627, 1.241, 0.826)
H (-4.024, 3.949, -4.593)
H (-3.228, 2.543, -5.135)
H (-2.266, 3.756, -4.155)
H (-5.266, 3.650, -2.703)
H (-3.859, 4.095, -1.923)
H (-5.383, 1.565, -1.251)
H (-5.043, 2.893, -0.088)
H (-4.575, 0.726, 0.987)
H (-3.573, 2.095, 1.501)
H (-2.839, 0.552, 1.132)
C (-1.039, -6.575, 1.890)
O (-2.344, -6.222, 1.804)
C (-3.077, -5.855, 2.962)
C (-2.652, -4.488, 3.517)
O (-2.655, -3.409, 2.550)
C (-1.701, -3.210, 1.542)
H (-0.819, -6.919, 0.880)
H (-0.862, -7.303, 2.682)
H (-0.612, -5.575, 1.969)
H (-2.922, -6.551, 3.786)
H (-4.130, -5.894, 2.683)
H (-1.665, -4.660, 3.947)
H (-3.239, -4.161, 4.376)
H (-1.966, -3.911, 0.751)
H (-0.742, -3.467, 1.993)
H (-1.901, -2.226, 1.119)
C (3.389, -3.499, 3.780)
O (3.458, -3.091, 2.424)
C (2.289, -3.317, 1.661)
C (2.642, -3.302, 0.151)
O (3.413, -4.414, -0.282)
C (3.773, -4.458, -1.652)
H (4.380, -3.537, 4.233)
H (3.177, -4.568, 3.799)
H (2.647, -2.908, 4.318)
H (1.552, -2.551, 1.900)
H (1.700, -4.232, 1.723)
H (3.231, -2.448, -0.183)
H (1.736, -3.373, -0.452)
H (4.085, -3.457, -1.951)
H (2.915, -4.729, -2.267)
H (4.492, -5.241, -1.892)

Results
Net charge: -1
Multiplicity: 7
HOMO level (alpha / beta) in eV: 0.50 / -5.03
Frontier orbital gap (alpha / beta) in eV: 1.052 / 6.960


Entry 3:
The following is a DFT calculation (ωB97M-V with the def2-TZVPD basis set) of 7 unconnected molecules or ions with the total composition C36H91BClN6O7 at a distorted geometry.

Cartesian coordinates (Å):
C (-4.496, -1.164, 3.727)
O (-4.185, -1.246, 5.081)
C (-2.780, -1.491, 5.281)
B (-1.869, -0.136, 5.367)
Cl (-2.694, 0.987, 6.729)
C (-0.357, -0.492, 5.896)
C (0.751, -0.595, 4.831)
C (1.128, 0.693, 4.071)
C (1.232, 1.877, 5.040)
C (0.250, 1.039, 2.862)
C (-0.236, -0.153, 2.042)
C (-0.512, 0.191, 0.590)
C (-0.975, -0.711, -0.305)
C (-0.766, -2.199, -0.182)
C (-1.770, -0.300, -1.527)
H (-4.429, -2.147, 3.233)
H (-3.828, -0.476, 3.196)
H (-5.518, -0.803, 3.614)
H (-2.404, -2.157, 4.489)
H (-2.702, -2.015, 6.237)
H (-1.916, 0.476, 4.324)
H (-0.416, -1.485, 6.362)
H (-0.098, 0.190, 6.704)
H (0.493, -1.420, 4.166)
H (1.668, -0.909, 5.348)
H (2.138, 0.531, 3.679)
H (2.063, 2.525, 4.751)
H (1.464, 1.531, 6.045)
H (0.321, 2.472, 5.054)
H (0.859, 1.654, 2.188)
H (-0.587, 1.676, 3.143)
H (0.561, -0.903, 2.067)
H (-1.130, -0.599, 2.471)
H (-0.289, 1.207, 0.273)
H (-0.148, -2.539, -1.013)
H (-0.343, -2.494, 0.771)
H (-1.734, -2.703, -0.257)
H (-2.259, 0.659, -1.388)
H (-2.559, -1.044, -1.652)
H (-1.184, -0.336, -2.451)
C (0.867, -6.774, -5.146)
C (0.239, -7.025, -3.778)
C (-0.941, -6.095, -3.463)
O (-0.575, -4.784, -3.092)
C (-0.309, -3.888, -4.152)
N (1.286, -6.959, -2.756)
H (1.487, -5.877, -5.150)
H (1.509, -7.610, -5.422)
H (0.102, -6.666, -5.918)
H (-0.158, -8.045, -3.784)
H (-1.471, -6.503, -2.598)
H (-1.659, -6.071, -4.295)
H (-0.949, -4.074, -5.022)
H (0.745, -3.936, -4.442)
H (-0.503, -2.879, -3.785)
H (0.894, -7.229, -1.858)
H (1.533, -5.981, -2.632)
C (5.943, 2.782, 3.989)
C (5.572, 3.913, 3.035)
C (6.409, 5.185, 3.234)
O (6.046, 5.967, 4.355)
C (6.592, 5.545, 5.590)
N (4.135, 4.164, 3.144)
H (5.557, 2.953, 4.994)
H (5.514, 1.843, 3.639)
H (7.026, 2.656, 4.052)
H (5.773, 3.562, 2.018)
H (6.250, 5.834, 2.368)
H (7.483, 4.951, 3.265)
H (7.599, 5.135, 5.465)
H (5.954, 4.804, 6.077)
H (6.648, 6.418, 6.239)
H (3.853, 4.839, 2.440)
H (3.968, 4.642, 4.026)
C (-6.234, -3.976, -7.266)
C (-5.369, -3.087, -6.378)
C (-4.030, -2.694, -7.019)
O (-3.050, -3.714, -7.011)
C (-3.149, -4.661, -8.057)
N (-5.196, -3.741, -5.080)
H (-5.872, -5.003, -7.291)
H (-7.254, -4.004, -6.884)
H (-6.268, -3.598, -8.291)
H (-5.920, -2.157, -6.211)
H (-3.601, -1.878, -6.431)
H (-4.173, -2.312, -8.039)
H (-3.503, -4.201, -8.984)
H (-3.805, -5.491, -7.785)
H (-2.151, -5.067, -8.227)
H (-4.715, -3.111, -4.443)
H (-4.545, -4.512, -5.204)
C (-6.436, 1.373, 10.651)
C (-5.373, 1.903, 9.691)
C (-4.878, 3.313, 10.047)
O (-5.766, 4.366, 9.704)
C (-6.796, 4.609, 10.635)
N (-5.877, 1.812, 8.325)
H (-7.411, 1.828, 10.471)
H (-6.553, 0.298, 10.516)
H (-6.158, 1.554, 11.693)
H (-4.505, 1.241, 9.763)
H (-3.969, 3.502, 9.472)
H (-4.608, 3.382, 11.111)
H (-6.459, 4.439, 11.663)
H (-7.675, 3.991, 10.434)
H (-7.092, 5.655, 10.535)
H (-5.123, 2.051, 7.682)
H (-6.570, 2.544, 8.194)
C (1.165, 2.248, -6.462)
C (0.871, 2.083, -4.975)
C (1.407, 0.772, -4.386)
O (0.638, -0.373, -4.695)
C (0.889, -0.975, -5.949)
N (-0.569, 2.242, -4.755)
H (0.514, 1.628, -7.079)
H (1.003, 3.283, -6.763)
H (2.203, 1.991, -6.688)
H (1.383, 2.895, -4.451)
H (1.374, 0.855, -3.296)
H (2.460, 0.615, -4.661)
H (1.943, -0.914, -6.239)
H (0.267, -0.535, -6.733)
H (0.615, -2.025, -5.859)
H (-0.758, 2.239, -3.756)
H (-1.028, 1.401, -5.094)
C (7.459, 1.300, -4.732)
C (6.635, 2.064, -5.763)
C (5.825, 3.227, -5.170)
O (4.657, 2.838, -4.477)
C (4.860, 2.438, -3.132)
N (5.787, 1.115, -6.491)
H (6.842, 0.642, -4.122)
H (8.197, 0.673, -5.234)
H (7.994, 1.982, -4.069)
H (7.335, 2.504, -6.480)
H (5.476, 3.849, -5.998)
H (6.453, 3.865, -4.534)
H (5.657, 3.015, -2.656)
H (5.088, 1.371, -3.074)
H (3.932, 2.609, -2.588)
H (5.316, 1.601, -7.249)
H (5.034, 0.835, -5.868)

Results
Net charge: -1
HOMO level in eV: -4.54
Frontier orbital gap in eV: 6.276


> net charge of number 2 (C36H90MnO18)?

-1


> What is the formula in the third record?

C36H91BClN6O7


> Look up the net charge of the first one.

+1